Entry 1:
ORCA calculation (wB97M-V/def2-TZVPD) on C37H42N2O3P3S2W as an isolated structure.

```
90
Properties=species:S:1:pos:R:3:forces:R:3:lowdin_charge:R:1
W -0.571 0.493 1.670 0.4 0.1 0.3 0.876
C 5.934 -0.239 2.060 0.0 0.0 0.0 -0.055
C 4.688 -0.822 1.454 -0.1 0.0 -0.1 -0.219
O 3.641 0.217 1.364 0.0 0.1 0.1 -0.319
P 2.439 0.280 2.354 0.1 0.1 -0.1 -0.045
S 1.378 1.951 1.920 -0.2 0.1 0.0 0.394
S 1.148 -1.246 2.169 -0.1 -0.1 0.0 0.390
O 3.112 0.326 3.766 0.1 0.0 0.0 -0.295
C 2.361 0.343 5.013 -0.1 0.0 0.0 -0.265
C 3.350 0.315 6.146 0.0 0.0 0.0 -0.053
H 6.723 -0.991 2.045 0.0 0.0 0.0 0.095
H 5.768 0.063 3.092 0.0 0.0 0.0 0.077
H 6.274 0.619 1.485 0.0 0.0 0.0 0.092
H 4.288 -1.662 2.025 0.1 0.0 0.0 0.113
H 4.832 -1.138 0.421 0.0 0.0 0.1 0.127
H 1.700 -0.527 5.011 0.0 0.0 0.0 0.102
H 1.759 1.257 5.014 0.0 0.0 0.0 0.109
H 3.950 -0.592 6.116 0.0 0.0 0.0 0.090
H 2.816 0.335 7.095 0.0 0.0 0.0 0.089
H 4.011 1.178 6.109 0.0 0.0 0.0 0.090
C -2.119 0.341 5.918 0.0 0.0 0.0 0.047
C -1.729 1.067 4.672 -0.1 0.0 0.0 -0.462
O -1.144 0.438 3.762 0.0 0.0 -0.1 -0.171
N -2.010 2.363 4.566 0.0 -0.1 0.1 0.124
C -1.643 3.178 3.411 0.1 0.1 0.0 -0.100
C -2.559 2.940 2.239 0.0 0.0 -0.1 -0.231
C -3.640 3.775 2.026 0.0 0.0 0.0 0.014
C -4.532 3.507 0.999 0.0 0.0 0.0 -0.001
C -4.326 2.383 0.221 0.1 0.0 0.0 -0.006
C -3.219 1.598 0.477 0.0 0.0 -0.1 -0.111
N -2.327 1.867 1.447 0.0 0.0 0.1 -0.037
H -1.225 -0.116 6.340 0.0 0.0 0.0 0.103
H -2.804 -0.463 5.650 0.0 0.0 0.0 0.108
H -2.585 0.982 6.662 0.0 0.0 0.0 0.095
H -2.507 2.797 5.328 0.0 0.0 0.0 0.164
H -0.602 2.973 3.161 -0.1 0.0 0.0 0.043
H -1.700 4.221 3.717 0.0 0.0 0.0 0.142
H -3.778 4.635 2.666 0.0 0.0 0.0 0.130
H -5.376 4.158 0.821 0.0 0.0 0.0 0.130
H -4.993 2.110 -0.584 0.0 0.0 0.0 0.127
H -3.028 0.720 -0.125 0.0 0.1 0.0 0.092
C 1.458 0.034 -1.304 0.2 0.1 0.0 -0.505
P -0.268 0.080 -0.752 -0.1 -0.1 -0.1 0.887
C -1.112 -1.521 -0.696 0.0 -0.1 0.0 -0.361
C -1.017 -2.562 -1.612 -0.1 0.1 -0.1 -0.063
C -1.620 -3.785 -1.352 0.0 0.0 0.0 -0.029
C -2.314 -3.995 -0.170 0.0 0.0 0.1 -0.034
C -2.422 -2.972 0.767 0.0 0.0 -0.1 -0.047
C -1.830 -1.754 0.483 -0.1 0.1 0.4 -0.186
C -1.166 1.195 -1.854 0.0 0.0 -0.1 -0.390
C -0.879 2.556 -1.755 0.0 0.0 0.1 -0.108
C -1.581 3.472 -2.519 0.0 0.0 0.0 -0.062
C -2.581 3.032 -3.377 0.0 0.0 0.0 -0.059
C -2.867 1.678 -3.479 0.0 0.0 0.0 -0.061
C -2.160 0.757 -2.721 0.0 0.0 0.0 -0.089
P 2.199 -0.566 -2.909 0.0 -0.2 -0.1 1.075
C 2.035 -2.388 -2.789 0.0 0.1 0.2 -0.411
C 1.952 -3.046 -1.560 0.1 0.0 0.0 -0.132
C 1.955 -4.429 -1.488 0.0 -0.1 -0.1 -0.079
C 2.052 -5.188 -2.646 0.0 0.0 0.0 -0.069
C 2.165 -4.548 -3.871 0.0 -0.1 0.0 -0.061
C 2.165 -3.165 -3.941 0.1 0.1 -0.1 -0.110
C 0.987 -0.049 -4.185 -0.1 0.0 0.1 -0.394
C 1.056 1.299 -4.540 0.0 0.0 0.1 -0.119
C 0.215 1.828 -5.504 0.0 0.0 0.0 -0.074
C -0.685 1.005 -6.165 0.0 0.0 0.0 -0.075
C -0.745 -0.343 -5.846 0.0 0.1 0.0 -0.072
C 0.077 -0.863 -4.858 0.1 -0.1 0.1 -0.108
H 2.032 -0.438 -0.504 0.0 0.0 0.0 -0.011
H 1.747 1.093 -1.234 -0.1 -0.1 -0.1 0.046
H -0.446 -2.433 -2.517 -0.1 0.0 -0.1 0.089
H -1.530 -4.584 -2.074 0.0 0.0 0.0 0.124
H -2.769 -4.955 0.028 0.0 0.0 0.0 0.121
H -2.961 -3.124 1.690 0.0 0.0 0.0 0.120
H -2.017 -0.977 1.272 -0.2 -0.2 -0.3 0.050
H -0.108 2.909 -1.076 0.0 0.0 0.0 0.103
H -1.351 4.525 -2.447 0.0 0.1 0.0 0.114
H -3.131 3.746 -3.975 0.0 0.0 0.0 0.116
H -3.633 1.335 -4.161 0.0 0.0 0.0 0.118
H -2.389 -0.297 -2.808 0.0 0.0 0.0 0.110
H 1.866 -2.494 -0.632 0.0 0.0 0.0 0.067
H 1.881 -4.916 -0.525 0.0 0.0 0.0 0.111
H 2.056 -6.268 -2.594 0.0 0.0 0.0 0.111
H 2.267 -5.126 -4.780 0.0 0.0 0.0 0.114
H 2.280 -2.692 -4.909 0.0 0.0 0.0 0.112
H 1.792 1.941 -4.068 0.0 0.0 0.0 0.104
H 0.288 2.875 -5.763 0.0 0.0 0.0 0.113
H -1.319 1.408 -6.942 0.0 0.0 0.0 0.113
H -1.422 -0.997 -6.379 0.0 0.0 0.0 0.112
H 0.040 -1.924 -4.661 0.0 -0.1 0.1 0.086
```
Positions in Å, forces in eV/Å.

total charge	+2
<S²>	3.771
HOMO level (alpha / beta)	-12.229 / -12.250	eV
multiplicity	4
frontier orbital gap (alpha / beta)	6.8 / 6.3	eV

---

Entry 2:
ORCA calculation (wB97M-V/def2-TZVPD) on a 2-piece molecular cluster, C37H42NOS2Si overall at a distorted geometry.

```
84
Properties=species:S:1:pos:R:3:forces:R:3:lowdin_charge:R:1
C -4.106 3.512 0.521 0.3 0.0 -0.1 -0.151
Si -3.032 3.153 -0.963 0.0 -0.2 -0.1 0.450
C -3.267 1.358 -1.449 0.1 0.3 0.2 -0.123
C -3.647 4.237 -2.359 0.4 -0.1 0.3 -0.149
O -1.432 3.547 -0.568 0.1 -0.3 0.2 -0.162
C -0.344 2.605 -0.413 0.0 0.1 -0.2 -0.325
C -0.786 1.535 0.590 0.2 -0.1 -0.3 -0.156
C -0.883 0.188 0.268 0.1 0.2 -0.1 -0.054
C -1.277 -0.742 1.205 0.0 -0.2 0.1 -0.065
C -1.596 -0.343 2.486 -0.1 -0.3 0.2 -0.083
C -1.535 0.994 2.817 -0.1 0.2 0.0 -0.074
C -1.141 1.922 1.873 0.0 0.1 0.1 -0.046
C 0.037 2.053 -1.790 0.0 0.2 0.3 -0.162
C -0.497 2.633 -2.926 -0.2 0.2 0.1 -0.059
C -0.228 2.146 -4.188 0.0 0.0 -0.1 -0.061
C 0.612 1.064 -4.339 0.0 -0.1 -0.2 -0.079
C 1.179 0.487 -3.220 0.1 -0.1 0.0 -0.061
C 0.914 0.993 -1.960 0.2 -0.1 0.1 -0.058
C 0.864 3.388 0.199 0.4 0.0 0.9 -0.186
C 1.346 4.575 -0.663 -0.1 -0.2 -0.2 -0.106
C 2.882 4.472 -0.707 0.0 0.2 0.0 -0.147
C 3.200 3.023 -0.319 -0.2 -0.3 0.6 -0.141
N 2.058 2.514 0.497 -0.7 0.5 -1.4 -0.091
C 2.293 2.122 1.837 -0.3 -1.0 0.1 -0.097
C 2.121 0.866 2.315 0.1 1.7 -1.1 -0.013
C 2.333 0.475 3.695 0.1 -0.1 0.8 -0.222
C 2.160 -0.857 4.081 0.0 0.4 -0.3 -0.038
C 2.353 -1.246 5.388 0.0 -0.2 0.2 -0.086
C 2.718 -0.321 6.345 -0.1 -0.2 0.3 -0.097
C 2.894 1.001 5.986 0.0 0.1 0.1 -0.095
C 2.707 1.396 4.683 -0.1 -0.2 -0.3 -0.042
H -5.136 3.250 0.298 -0.2 0.0 0.0 0.037
H -3.777 2.941 1.383 0.0 -0.1 0.2 0.008
H -4.059 4.569 0.765 -0.1 0.2 0.1 0.028
H -4.236 1.231 -1.923 -0.2 0.0 -0.1 0.042
H -2.500 1.031 -2.144 0.0 -0.1 -0.1 0.035
H -3.232 0.726 -0.567 -0.1 -0.2 0.0 0.028
H -4.709 4.066 -2.503 -0.2 0.0 0.0 0.038
H -3.494 5.281 -2.110 0.0 0.3 0.0 0.036
H -3.146 4.029 -3.299 0.0 0.0 -0.2 0.025
H -0.685 -0.140 -0.734 0.1 -0.1 -0.1 0.107
H -1.342 -1.783 0.931 0.0 -0.1 -0.1 0.111
H -1.907 -1.068 3.220 0.0 -0.1 0.1 0.102
H -1.804 1.316 3.810 0.0 0.1 0.2 0.083
H -1.128 2.966 2.137 0.0 0.3 0.0 0.108
H -1.151 3.475 -2.806 -0.1 0.2 -0.1 0.083
H -0.693 2.594 -5.051 0.0 0.2 -0.1 0.108
H 0.824 0.676 -5.323 0.0 -0.1 -0.1 0.105
H 1.804 -0.385 -3.329 0.2 0.0 0.0 0.107
H 1.381 0.556 -1.095 0.1 -0.1 0.1 0.109
H 0.524 3.777 1.167 -0.2 0.0 -0.1 0.129
H 0.908 4.491 -1.664 0.2 0.0 0.1 0.107
H 1.004 5.538 -0.257 0.1 -0.4 -0.1 0.116
H 3.275 4.730 -1.699 -0.1 -0.1 0.2 0.112
H 3.343 5.174 0.001 -0.1 -0.2 -0.1 0.106
H 3.311 2.384 -1.200 0.0 0.1 0.0 0.105
H 4.122 2.942 0.265 -0.1 0.0 -0.1 0.116
H 2.621 2.895 2.514 0.2 0.4 0.3 0.105
H 1.782 0.109 1.628 -0.1 -0.2 -0.2 0.109
H 1.880 -1.584 3.337 -0.1 -0.2 -0.2 0.111
H 2.219 -2.280 5.667 0.0 -0.1 0.0 0.104
H 2.855 -0.623 7.372 0.1 -0.1 0.1 0.101
H 3.177 1.729 6.728 0.1 0.1 0.1 0.100
H 2.861 2.428 4.430 0.0 0.3 -0.1 0.093
C -4.118 0.217 6.450 0.1 0.2 0.0 -0.013
C -4.577 1.093 5.476 -0.2 -0.1 -0.1 -0.037
C -3.975 2.315 5.304 0.5 0.4 0.2 -0.026
C -2.885 2.713 6.118 -0.8 -1.6 0.2 -0.320
C -2.273 3.964 5.957 1.2 2.5 -0.3 -0.675
S -0.990 4.537 7.008 -0.9 -1.0 -0.7 1.049
C -0.924 6.227 6.422 -0.2 0.8 0.2 -0.478
C -1.493 6.349 5.015 0.8 0.3 -0.4 -0.476
S -2.723 5.089 4.689 -0.2 -1.2 1.0 1.044
C -2.445 1.797 7.106 0.0 0.6 -0.3 -0.011
C -3.051 0.576 7.261 0.1 -0.1 0.1 -0.035
H -4.593 -0.742 6.578 -0.1 -0.1 0.0 0.122
H -5.411 0.811 4.854 -0.1 0.0 -0.1 0.123
H -4.335 2.992 4.552 -0.2 0.1 -0.3 0.097
H -1.494 6.843 7.126 0.0 -0.2 -0.1 0.092
H 0.116 6.571 6.472 -0.2 -0.2 -0.1 0.098
H -1.950 7.332 4.846 0.0 -0.3 0.1 0.098
H -0.703 6.235 4.266 -0.1 -0.1 0.1 0.091
H -1.620 2.073 7.737 0.2 0.0 0.2 0.097
H -2.699 -0.110 8.014 0.1 0.0 0.1 0.121
```
Positions in Å, forces in eV/Å.

total charge	+1
HOMO level	-10.036	eV
multiplicity	1
frontier orbital gap	4.7	eV

---

Entry 3:
ORCA calculation (wB97M-V/def2-TZVPD) on C37H43AsN4O3SiTi as an isolated structure at a distorted geometry.

```
90
Properties=species:S:1:pos:R:3:forces:R:3:lowdin_charge:R:1
Ti 0.043 -0.025 -0.461 0.7 0.7 -1.2 0.816
O -3.294 -1.432 5.396 0.0 -0.4 -0.3 -0.042
C -2.188 -1.926 5.098 0.4 0.9 1.0 -0.691
O -1.401 -2.628 5.762 -0.3 -0.3 -0.3 -0.039
C -1.612 -1.418 3.770 0.0 -0.2 -0.5 -0.083
C -2.329 -0.512 2.987 -0.2 -0.1 0.2 0.056
C -1.823 -0.088 1.785 0.5 0.0 -0.2 -0.238
N -0.593 -0.526 1.349 -0.4 -0.4 0.6 -0.033
C 0.097 -1.464 2.083 0.0 0.5 -0.3 -0.207
C -0.390 -1.886 3.300 -0.1 -0.2 0.2 0.070
C 1.322 -1.901 1.420 -0.3 0.1 0.4 -0.230
C 2.216 -2.822 1.966 0.0 -0.1 0.0 0.008
C 3.338 -3.175 1.254 0.0 -0.1 0.1 -0.048
C 3.555 -2.608 -0.004 0.0 0.0 -0.1 -0.051
C 2.640 -1.705 -0.482 -0.1 0.1 0.0 -0.110
N 1.542 -1.335 0.210 0.5 -0.5 0.4 -0.004
C -2.470 0.811 0.828 0.0 -0.2 0.4 -0.229
C -3.718 1.396 1.031 -0.1 0.0 0.0 0.009
C -4.252 2.200 0.047 -0.1 0.0 0.1 -0.046
C -3.535 2.406 -1.129 0.1 0.0 -0.1 -0.048
C -2.307 1.802 -1.264 0.1 0.0 0.1 -0.097
N -1.769 1.026 -0.305 -0.8 0.3 0.1 -0.006
H -3.293 -0.200 3.372 0.0 0.0 0.0 0.123
H 0.122 -2.605 3.929 0.0 0.0 0.0 0.123
H 2.010 -3.248 2.939 0.0 0.0 0.0 0.122
H 4.040 -3.889 1.665 0.0 0.0 0.0 0.112
H 4.416 -2.864 -0.605 0.0 0.0 0.0 0.108
H 2.751 -1.249 -1.457 0.0 0.0 0.0 0.093
H -4.250 1.209 1.953 0.0 0.0 0.0 0.121
H -5.221 2.660 0.189 0.0 0.0 0.0 0.114
H -3.920 3.018 -1.932 0.0 0.0 0.0 0.108
H -1.710 1.915 -2.159 0.0 0.0 0.0 0.102
C 2.732 -0.019 -4.346 0.2 -0.2 -0.3 -0.163
Si 1.525 0.981 -3.347 -0.3 -0.4 0.3 0.352
C 2.574 1.913 -2.133 0.2 0.1 0.2 -0.183
C 0.724 2.258 -4.434 -0.1 0.2 -0.3 -0.165
N 0.368 -0.014 -2.486 -0.3 -0.3 -0.4 -0.165
C -0.409 -0.953 -3.215 0.4 0.5 0.1 -0.274
C -0.482 -1.033 -4.608 0.0 0.0 -0.2 -0.050
C -1.239 -2.004 -5.254 0.0 0.0 0.1 -0.087
C -1.958 -2.932 -4.521 0.0 0.0 0.0 -0.088
C -1.928 -2.875 -3.131 -0.1 0.0 -0.1 -0.004
C -1.177 -1.894 -2.523 0.0 -0.1 0.3 -0.185
O -1.109 -1.753 -1.131 -0.2 -0.3 -0.3 -0.110
C -1.658 -2.773 -0.328 0.4 0.3 -0.3 -0.280
C -0.864 -3.864 -0.041 -0.1 -0.2 0.1 -0.007
C -1.357 -4.825 0.831 0.0 0.0 0.0 -0.054
C -2.619 -4.676 1.394 0.0 0.0 0.0 -0.064
C -3.401 -3.576 1.068 0.0 0.0 0.0 -0.045
C -2.923 -2.612 0.187 -0.1 -0.1 0.2 -0.001
H 3.346 0.669 -4.937 0.0 -0.1 0.0 0.040
H 2.272 -0.733 -5.031 0.0 0.0 0.0 0.027
H 3.406 -0.579 -3.690 0.0 0.0 0.0 0.027
H 3.483 2.242 -2.649 -0.1 0.0 0.0 0.051
H 2.888 1.312 -1.275 0.0 0.0 0.0 0.014
H 2.068 2.801 -1.761 0.0 0.0 0.0 -0.006
H 1.477 2.995 -4.734 -0.1 0.0 0.0 0.038
H -0.067 2.791 -3.898 0.0 0.0 0.0 0.025
H 0.286 1.846 -5.346 0.0 0.0 0.0 0.027
H 0.065 -0.320 -5.209 0.0 0.0 0.0 0.075
H -1.259 -2.029 -6.336 0.0 0.0 0.0 0.103
H -2.545 -3.694 -5.015 0.0 0.0 0.0 0.102
H -2.491 -3.581 -2.537 0.0 0.0 0.0 0.121
H 0.123 -3.943 -0.480 0.0 0.0 0.0 0.131
H -0.745 -5.680 1.087 0.0 0.0 0.0 0.109
H -2.989 -5.410 2.097 0.0 0.0 0.0 0.110
H -4.378 -3.454 1.516 0.0 0.0 0.0 0.115
H -3.507 -1.740 -0.075 0.0 0.0 0.0 0.130
C 1.076 4.736 -0.010 0.0 0.1 0.0 -0.162
C 2.019 3.763 0.691 0.0 0.3 0.0 -0.443
As 1.130 2.094 1.119 0.0 -0.5 -0.3 1.224
C 2.458 1.208 2.263 0.1 0.1 0.0 -0.397
C 3.497 2.093 2.942 0.1 0.0 0.1 -0.157
C -0.183 2.712 2.425 -0.1 0.0 0.1 -0.400
C 0.265 3.792 3.401 -0.1 0.0 0.1 -0.144
H 1.558 5.700 -0.178 0.0 0.0 0.0 0.076
H 0.174 4.922 0.576 0.0 0.0 0.0 0.060
H 0.749 4.362 -0.983 0.0 -0.1 0.0 0.054
H 2.394 4.180 1.624 0.0 0.1 0.0 0.056
H 2.882 3.528 0.071 0.0 0.0 0.0 0.055
H 2.960 0.477 1.628 0.0 0.0 0.0 0.047
H 1.882 0.633 2.991 0.0 0.0 0.0 0.070
H 4.154 2.577 2.217 0.0 0.0 0.0 0.068
H 4.129 1.489 3.596 0.0 0.0 0.0 0.075
H 3.057 2.879 3.553 0.0 0.0 0.0 0.051
H -0.495 1.816 2.964 0.0 0.0 0.0 0.062
H -1.058 3.040 1.859 0.0 0.0 0.0 0.061
H 1.079 3.454 4.042 0.0 0.0 0.0 0.059
H -0.566 4.058 4.057 0.0 0.0 0.0 0.078
H 0.590 4.707 2.905 0.0 0.0 0.0 0.059
```
Positions in Å, forces in eV/Å.

total charge	0
<S²>	2.028
HOMO level (alpha / beta)	-5.784 / -7.518	eV
multiplicity	3
frontier orbital gap (alpha / beta)	5.3 / 6.7	eV